(1)
# C41H62NO19

A 10-piece molecular cluster, C41H62NO19 overall at a distorted geometry (the ωB97M-V functional and the def2-TZVPD basis, the Open Molecules 2025 dataset).

Geometry as ORCA input:
```
! wB97M-V def2-TZVPD RIJCOSX def2/J DEFGRID3
* xyz 1 1
C 0.27715 -1.55968 -0.06945
N 1.53815 -0.89368 0.31555
C 2.58715 -1.79168 0.93955
C 2.22815 -0.14268 -0.89445
C 1.17915 0.01832 1.37455
C 2.29515 1.08032 1.93355
O 1.66615 1.93332 2.80255
H 0.56815 -2.32468 -0.71045
H -0.35785 -0.76468 -0.54445
H -0.27985 -1.91468 0.68755
H 3.45915 -1.51168 1.28255
H 2.87715 -2.46868 0.04555
H 1.80415 -2.45468 1.64755
H 2.61815 -0.85068 -1.66445
H 3.26615 0.07632 -0.49645
H 1.69115 0.82032 -1.29645
H 0.63115 -0.30568 2.16855
H 0.52615 0.87232 1.03855
H 2.87515 1.69732 1.10455
H 2.93915 0.55332 2.62455
H 1.26515 1.51332 3.69255
C 2.06015 -2.39268 -4.49045
C 0.61915 -1.85368 -4.40545
C -0.23685 -1.97568 -5.52645
O -1.47085 -1.68468 -5.41345
C 0.27715 -2.60268 -6.73745
C 1.65915 -3.19368 -6.79245
C 2.68715 -2.85768 -5.74045
O 3.87715 -3.19068 -5.99145
O 1.92315 -3.97268 -7.75845
O 0.25615 -1.22368 -3.24045
H 2.61715 -2.17268 -3.59445
H -0.24585 -2.60768 -7.61845
H 1.27815 -3.76468 -8.44145
H -0.63585 -1.34568 -3.03545
C -2.41685 -0.71668 3.71155
C -2.12685 -2.05168 3.16055
C -3.15485 -2.83268 2.50755
O -2.88185 -4.00168 2.04255
C -4.44185 -2.16368 2.35455
C -4.67785 -0.73668 2.88555
C -3.66085 -0.04968 3.61855
O -3.77385 1.08332 4.06555
O -5.86685 -0.08468 2.63355
O -0.97285 -2.73368 3.31555
H -1.61885 -0.47668 4.36355
H -5.31585 -2.61568 1.88955
H -5.98085 0.76532 2.94455
H -1.01985 -3.56668 2.87155
C 0.49515 1.02032 -6.63845
C 1.94115 0.66332 -6.78345
C 2.84115 0.97432 -5.68645
O 4.06215 0.65032 -5.74845
C 2.37815 1.83032 -4.49845
C 0.95315 2.19432 -4.45845
C -0.03185 1.63832 -5.42445
O -1.23185 1.91732 -5.38645
O 0.48015 2.64332 -3.25045
O 2.51115 0.20732 -7.89345
H -0.18285 0.83632 -7.44045
H 3.11615 2.05032 -3.63445
H 1.27615 2.98032 -2.91745
H 3.42815 -0.14968 -7.83345
C -2.95485 2.31632 -1.84945
C -2.22285 2.09132 -0.40845
O -2.40485 1.12932 0.30155
C -1.10585 3.14432 -0.15245
H -3.53185 3.29532 -2.02345
H -3.60085 1.45032 -2.03845
H -2.23885 2.37232 -2.64145
H -0.37585 2.75832 0.47655
H -1.42285 4.06532 0.33855
H -0.50185 3.30332 -0.96145
C 1.76415 -5.92068 0.41655
C 0.37115 -5.66768 0.71655
O 0.08215 -4.57768 1.37055
C -0.69485 -6.66468 0.37855
H 2.03415 -6.77068 0.99355
H 2.55315 -5.12968 0.77455
H 1.75115 -6.30268 -0.56845
H -0.95785 -7.51668 1.16255
H -0.54785 -7.12368 -0.57145
H -1.69485 -6.04468 0.35555
C -0.63485 1.00032 8.30355
C 0.61115 1.31732 7.51855
O 0.77115 0.87832 6.47455
C 1.51115 2.47932 8.03655
H -1.28385 0.41332 7.62455
H -1.19285 1.98232 8.46955
H -0.46285 0.46232 9.12355
H 1.93015 2.12032 8.97355
H 0.87315 3.52732 8.21555
H 2.30315 2.63132 7.24155
C 4.52915 3.28332 -0.75545
C 3.17015 3.81732 -0.77245
O 2.45315 3.54032 -1.68045
C 2.68615 4.83532 0.35355
H 5.26315 4.15032 -1.11745
H 4.83015 2.34432 -1.33545
H 4.84915 2.83232 0.28355
H 3.63415 5.59932 0.41555
H 2.64315 4.17832 1.35555
H 1.88915 5.25732 0.00855
C -1.45085 3.54232 3.98855
C -1.10885 4.90932 3.41155
O -0.04285 5.02132 2.91955
C -2.11085 6.03232 3.60455
H -2.24585 3.04332 3.48255
H -1.83285 3.66532 5.02855
H -0.67585 2.77732 3.96555
H -2.18885 6.94332 3.04555
H -1.86185 6.34032 4.66655
H -3.01585 5.47532 3.73855
C -2.40285 -3.46268 -1.26145
C -2.98885 -2.16368 -1.80145
O -2.42285 -1.48668 -2.65845
C -4.18085 -1.56868 -1.08245
H -1.52885 -3.51968 -0.70345
H -2.67385 -4.28168 -1.96745
H -3.07385 -3.90468 -0.31945
H -4.51585 -0.76368 -1.66945
H -3.84285 -1.16668 -0.22345
H -4.95385 -2.30768 -0.93745
*
```

Results
HOMO level, Ha: -0.3907
Gap between HOMO and LUMO, eV: 6.21
LUMO level, eV: -4.427
M, u: 872.93
Relative energy (zero: lowest compared OMol25 entry of this formula, charge and spin), kJ/mol: 0.0

=====

(2)
# C41H62O3P2SiW

C41H62O3P2SiW as an isolated structure at a distorted geometry (the ωB97M-V functional and the def2-TZVPD basis, the Open Molecules 2025 dataset).

Geometry as ORCA input:
```
! wB97M-V def2-TZVPD RIJCOSX def2/J DEFGRID3
* xyz 2 3
W -0.17650 -0.31070 0.09170
C 2.28320 0.14670 3.36950
Si 1.24490 0.72030 1.86290
C 0.58120 2.46250 2.25590
C 1.06630 3.22570 3.31740
C 0.50580 4.44880 3.64000
C -0.56820 4.92330 2.90700
C -1.06600 4.18120 1.84780
C -0.49270 2.96390 1.49560
P -1.03880 2.08590 -0.03020
C -2.83510 2.58370 -0.13530
C -3.56920 1.94220 -1.30590
C -4.92840 2.63510 -1.48520
C -5.48190 3.15790 -0.15410
C -5.08280 2.23310 0.99060
C -3.55490 2.20930 1.17110
C -0.04970 3.09860 -1.27830
C -0.41320 4.58610 -1.41980
C -1.30240 4.82930 -2.63750
C -0.54110 4.51110 -3.92980
C 0.46470 3.37810 -3.71150
C -0.04700 2.40850 -2.65020
C -1.60290 -0.77790 1.64180
C -1.79760 -0.45640 2.98880
C -2.87930 -0.96250 3.69050
C -3.79930 -1.79890 3.07640
C -3.63860 -2.15620 1.74760
C -2.54500 -1.65760 1.05680
P -1.96750 -1.99470 -0.64920
C -3.46740 -1.89280 -1.75870
C -3.04330 -1.38910 -3.14090
C -4.27830 -1.07080 -3.97830
C -5.16270 -2.30790 -4.10280
C -5.54900 -2.84830 -2.72880
C -4.30880 -3.15970 -1.88960
C -1.49750 -3.80080 -0.56660
C -0.84280 -4.24150 -1.88870
C 0.16260 -5.37630 -1.66690
C -0.32700 -6.32080 -0.57600
C -0.38750 -5.60330 0.78000
C -0.58550 -4.08820 0.62690
H 1.71340 0.27560 4.29210
H 3.22240 0.69000 3.48100
H 2.54480 -0.90900 3.30310
H 1.89390 2.86020 3.90630
H 0.89130 5.02370 4.46640
H -1.02460 5.86940 3.15150
H -1.91880 4.57010 1.31540
H -2.85130 3.66770 -0.28380
H -3.70410 0.88180 -1.07660
H -2.99660 2.01620 -2.23240
H -5.63290 1.92030 -1.90920
H -4.83830 3.46280 -2.18990
H -6.56640 3.21890 -0.22150
H -5.12230 4.16730 0.05170
H -5.45680 1.22890 0.78530
H -5.54800 2.57400 1.91480
H -3.23930 1.21000 1.49280
H -3.27410 2.90710 1.95940
H 0.96700 3.03670 -0.85610
H 0.50740 5.15790 -1.55040
H -0.87950 4.97100 -0.51300
H -1.62430 5.87030 -2.65250
H -2.20160 4.21430 -2.56250
H -0.00830 5.39550 -4.27440
H -1.25350 4.24120 -4.70920
H 1.42390 3.78040 -3.38300
H 0.62760 2.85030 -4.64940
H 0.60000 1.53200 -2.59970
H -1.05200 2.08120 -2.92690
H -1.11690 0.21080 3.50090
H -3.00840 -0.70410 4.72810
H -4.63800 -2.17390 3.63900
H -4.34570 -2.81830 1.27030
H -4.09580 -1.12130 -1.29260
H -2.45740 -2.16110 -3.64890
H -2.41930 -0.48900 -3.03200
H -3.97340 -0.72720 -4.96760
H -4.83850 -0.26100 -3.50480
H -4.63330 -3.08210 -4.66120
H -6.06330 -2.05910 -4.66220
H -6.13540 -3.75910 -2.84590
H -6.17130 -2.11910 -2.20700
H -3.74020 -3.94050 -2.39430
H -4.61450 -3.52960 -0.90900
H -2.43340 -4.35060 -0.40690
H -0.31910 -3.39740 -2.35720
H -1.61660 -4.56940 -2.58550
H 1.13340 -4.96970 -1.38020
H 0.29720 -5.92630 -2.59770
H 0.34680 -7.17470 -0.50990
H -1.31230 -6.70530 -0.84760
H 0.53930 -5.77260 1.32710
H -1.19850 -6.02030 1.37630
H 0.38980 -3.62090 0.48170
H -1.02270 -3.68440 1.54730
C 2.38320 -1.90820 -3.45820
C 2.01500 -1.16620 -2.19000
C 2.99660 -0.04590 -1.85360
O 0.68060 -0.57810 -2.26850
C 1.93880 -2.12890 -0.97360
O 2.42430 -3.22620 -0.95890
O 1.27080 -1.58130 0.00370
H 2.53750 -1.21480 -4.28130
H 1.61120 -2.62860 -3.72340
H 3.30130 -2.46440 -3.28910
H 3.10870 0.63190 -2.69570
H 3.96980 -0.46940 -1.61870
H 2.62360 0.51540 -0.98680
H 0.24910 -0.93060 -3.06270
*
```

Results
HOMO level (alpha / beta), Ha: -0.5173 / -0.5374
Gap between HOMO and LUMO (alpha / beta), eV: 6.64 / 6.88
LUMO level (alpha / beta), eV: -7.442 / -7.744
M, u: 876.82

=====

(3)
# C41H63N2O13P4RbS

C41H63N2O13P4RbS as an isolated structure at a distorted geometry (the ωB97M-V functional and the def2-TZVPD basis, the Open Molecules 2025 dataset).

Geometry as ORCA input:
```
! wB97M-V def2-TZVPD RIJCOSX def2/J DEFGRID3
* xyz 0 1
Rb 0.44795 0.55075 -0.66129
C 7.00603 -2.15306 3.20437
C 6.37942 -1.03969 2.33796
C 7.35769 -0.41303 1.43510
O 5.22525 -1.63495 1.68912
P 3.83606 -0.83296 1.59361
O 3.83922 0.06840 0.41296
C 2.57338 -2.08573 1.59072
P 2.35955 -2.86848 -0.04473
O 1.64972 -2.00866 -1.00819
O 1.74067 -4.28308 0.18301
C 0.30946 -4.64354 0.28203
C -0.49758 -3.55710 0.89367
C -0.15022 -5.21618 -1.07466
O 3.79416 -3.19187 -0.53439
C 4.77560 -4.10369 -0.08023
C 4.47822 -5.49166 -0.73738
C 6.25702 -3.68569 -0.41988
O 3.68623 -0.02893 2.94972
C 3.26316 1.34769 3.14582
C 2.20355 1.72735 2.14004
C 4.46813 2.23872 3.10049
H 7.79909 -1.58267 3.84291
H 7.41788 -2.93316 2.56742
H 6.29693 -2.46066 3.95643
H 6.00788 -0.24816 3.01425
H 8.05991 -1.18944 0.86737
H 8.14455 0.13573 1.98651
H 6.85613 0.22157 0.75081
H 1.63808 -1.62305 1.80101
H 2.82380 -2.80159 2.38507
H 0.31846 -5.50979 0.91896
H -0.57058 -2.67744 0.30341
H -0.07217 -3.32300 1.91275
H -1.49630 -4.04776 0.99550
H -0.29763 -4.40622 -1.76461
H -1.11979 -5.74204 -1.05381
H 0.64262 -5.89082 -1.43885
H 4.60845 -4.19894 0.98222
H 4.41101 -5.32698 -1.78639
H 3.50514 -5.82099 -0.38088
H 5.24977 -6.24794 -0.54316
H 6.40005 -3.85087 -1.46875
H 7.01137 -4.37470 0.09511
H 6.36908 -2.64397 -0.07318
H 2.84283 1.36129 4.19819
H 2.67856 1.83756 1.09525
H 1.71895 2.76811 2.39656
H 1.50922 0.92791 2.15067
H 4.91897 2.29106 1.95632
H 5.23065 1.73028 3.72077
H 4.27266 3.23209 3.47268
O -1.53759 3.00479 -0.56020
P -2.76332 2.83984 0.27331
C -3.36359 1.13622 0.39283
P -3.37138 -0.01183 -1.07357
O -2.02779 -0.40936 -1.54732
C -4.36100 -1.45048 -0.51416
C -4.72272 -2.33171 -1.59603
C -5.37818 -3.54132 -1.32966
C -5.64093 -3.80976 0.01141
C -5.28886 -2.99297 1.06212
C -4.64265 -1.77279 0.81388
C -4.34737 0.73958 -2.35667
C -3.64186 1.07992 -3.48444
C -4.34836 1.77806 -4.46702
C -5.70450 2.00407 -4.39399
C -6.31394 1.78192 -3.17501
C -5.63591 1.18938 -2.12623
C -2.50595 3.45085 1.98528
C -1.59552 4.49176 2.08944
C -1.64584 5.21865 3.27058
C -2.52016 4.92258 4.28713
C -3.45262 3.85650 4.15381
C -3.41184 3.10784 2.98496
C -4.03604 3.85835 -0.51057
C -5.30682 4.15486 0.06021
C -6.19260 4.85243 -0.68702
C -5.95217 5.10990 -2.04231
C -4.80050 4.70614 -2.65746
C -3.85197 4.07261 -1.87930
H -4.43501 1.08273 0.63511
H -2.75158 0.52398 1.03286
H -4.41505 -2.02468 -2.58037
H -5.63356 -4.25443 -2.08858
H -5.94564 -4.77525 0.28127
H -5.43157 -3.24241 2.11807
H -4.37899 -1.16848 1.62923
H -2.61868 0.74455 -3.63039
H -3.74356 1.99587 -5.34152
H -6.26809 2.37444 -5.28723
H -7.41085 1.87068 -3.13282
H -6.17340 1.07739 -1.18422
H -0.90482 4.64315 1.24523
H -0.90406 5.97052 3.49050
H -2.44409 5.52014 5.18766
H -4.14865 3.65618 4.99388
H -4.03791 2.25489 2.89739
H -5.48001 3.86746 1.09556
H -7.14881 5.05584 -0.30742
H -6.76820 5.60809 -2.57298
H -4.71092 4.73987 -3.75087
H -2.96856 3.63292 -2.40391
O -3.41610 -0.48057 3.53589
H -2.51975 -0.77097 3.27770
H -3.40408 0.14916 4.25712
O -0.65291 2.52667 -3.14697
H -1.03949 2.75788 -2.25750
H 0.14832 3.07310 -3.09817
N 1.08535 -1.84618 -3.92886
C 0.97024 -1.57220 -5.03474
H 1.24520 -1.97356 -2.88074
O 0.48473 -1.23143 3.58851
N -0.58911 -0.86428 3.06115
O -0.46378 -0.55894 1.84119
C 2.99403 1.46309 -4.80344
S 3.06422 0.94783 -3.07633
C 4.73563 1.30268 -2.63026
O 2.24057 1.98534 -2.33090
H 3.40464 2.44202 -4.81907
H 1.93070 1.45783 -5.17692
H 3.61555 0.75809 -5.37106
H 5.29011 0.50018 -3.16403
H 4.73604 1.12019 -1.53167
H 5.04560 2.32456 -2.87977
*
```

Results
HOMO level, Ha: -0.2938
Gap between HOMO and LUMO, eV: 8.46
LUMO level, eV: 0.470
M, u: 1033.39
Relative energy (zero: lowest compared OMol25 entry of this formula, charge and spin), kJ/mol: 0.0

=====

(4)
# C41H64N15O3S2

A 13-piece molecular cluster, C41H64N15O3S2 overall at a distorted geometry (the ωB97M-V functional and the def2-TZVPD basis, the Open Molecules 2025 dataset).

Geometry as ORCA input:
```
! wB97M-V def2-TZVPD RIJCOSX def2/J DEFGRID3
* xyz 1 1
C -7.88475 2.01255 -3.27326
C -7.93296 0.58088 -2.54535
C -7.40610 0.63392 -1.00722
O -6.40108 1.70081 -0.95625
C -5.18762 1.25475 -0.38000
C -4.95824 1.55320 1.12021
C -3.61285 1.08963 1.73905
C -3.38979 1.38689 3.28665
O -3.54478 2.59150 3.64771
O -3.05242 0.41592 4.26292
C -2.53912 0.37067 0.88644
C -1.10848 -0.11102 1.40055
C -0.21451 1.02786 2.08250
C 0.61175 1.92331 1.04536
S -0.41975 2.73775 -0.26663
C 0.42820 2.55243 -1.88880
S 1.94978 1.84781 -2.08937
N -0.26090 3.01930 -3.10545
C -0.80443 4.40932 -2.97427
C -2.35133 4.50578 -2.55307
C -1.27060 2.03905 -3.60009
C -0.55798 0.69915 -4.19821
C -2.91273 0.11074 -0.61543
N -4.18253 0.54325 -1.16604
N -4.51796 0.30495 -2.48489
H -6.85039 2.17663 -3.75739
H -8.18336 2.89498 -2.59282
H -8.64636 2.01423 -4.13953
H -8.98746 0.15954 -2.64414
H -7.17443 -0.10132 -3.09184
H -6.93585 -0.37159 -0.71307
H -8.23378 0.85838 -0.25449
H -5.73548 2.11692 1.75420
H -2.39444 0.88767 4.84099
H -0.51756 -0.46739 0.46918
H -1.24987 -1.05187 2.04513
H 0.56864 0.47918 2.73525
H -0.77005 1.73160 2.78857
H 1.50958 1.33999 0.61248
H 1.08724 2.78262 1.65885
H -0.20097 4.96045 -2.17294
H -0.66341 4.98716 -3.95064
H -2.57722 4.08946 -1.49799
H -2.59388 5.63662 -2.47609
H -3.08385 4.09677 -3.33802
H -1.79903 2.51965 -4.49532
H -2.01405 1.72559 -2.78069
H 0.45497 0.94899 -4.69658
H -1.24121 0.14193 -4.92458
H -0.28140 0.00570 -3.31179
H -2.20525 -0.41371 -1.35543
H -4.96838 1.12437 -2.91662
H -3.72069 -0.04548 -3.03235
C -1.52474 -3.54460 -0.11279
C -1.49025 -3.35439 -1.59908
N -1.46273 -3.20635 -2.77122
H -2.37851 -4.16620 0.16267
H -0.60727 -4.03200 0.22142
H -1.61448 -2.57598 0.38205
C 3.66544 -1.79383 -1.62994
C 2.72984 -2.59423 -0.77283
N 1.99085 -3.22504 -0.09842
H 3.65423 -2.17826 -2.65138
H 3.35577 -0.74768 -1.63928
H 4.68097 -1.86006 -1.23581
C -3.22928 -2.54285 -5.43553
C -4.32691 -1.52347 -5.49697
N -5.18375 -0.70989 -5.54004
H -2.78345 -2.54984 -4.43873
H -3.62901 -3.53435 -5.65443
H -2.45741 -2.30062 -6.16794
C 5.01834 -2.36421 2.83395
C 4.58185 -1.18014 2.02637
N 4.23815 -0.24746 1.38699
H 5.14905 -3.23009 2.18282
H 5.97026 -2.14366 3.33011
H 4.26549 -2.59710 3.58935
C 1.26058 -7.15605 0.87403
C -0.21761 -7.35422 1.03132
N -1.38858 -7.52244 1.16044
H 1.64774 -7.83586 0.11332
H 1.46737 -6.12777 0.57108
H 1.76498 -7.35646 1.82079
C 9.43335 -1.08999 1.99640
C 8.50778 -1.89455 2.85820
N 7.77631 -2.52908 3.53688
H 9.41675 -1.47417 0.97520
H 9.11852 -0.04529 1.98913
H 10.45093 -1.15336 2.38536
C 1.91077 -6.11349 5.55352
C 2.74174 -6.70118 4.45252
N 3.39662 -7.16598 3.58578
H 2.24833 -5.09911 5.77190
H 0.86261 -6.08323 5.25137
H 2.00453 -6.72218 6.45417
C -0.02878 8.64493 -0.80603
C 0.22599 7.85248 -2.05324
N 0.42680 7.22839 -3.03683
H 0.23342 8.05095 0.07127
H 0.57410 9.55403 -0.81374
H -1.08308 8.91833 -0.74885
C -2.10279 -10.25399 3.19675
C -2.12852 -10.47933 4.67902
N -2.14901 -10.65593 5.84677
H -1.53482 -9.35115 2.96833
H -1.63396 -11.10483 2.69968
H -3.12044 -10.13865 2.82079
C 5.92496 2.65241 -1.48026
C 6.50726 1.28701 -1.26495
N 6.96596 0.21146 -1.09522
H 6.28767 3.06663 -2.42236
H 4.83613 2.58943 -1.51424
H 6.21842 3.31418 -0.66392
C 9.39179 -1.88185 6.88305
C 10.13407 -0.58131 6.95819
N 10.71856 0.44330 7.01732
H 9.65726 -2.51107 7.73411
H 8.31661 -1.69710 6.89880
H 9.64952 -2.40355 5.96012
C -2.78209 11.71910 -2.70332
C -1.64867 11.78243 -1.72377
N -0.75515 11.83270 -0.95270
H -2.74394 10.77797 -3.25441
H -3.73397 11.78388 -2.17381
H -2.70937 12.54836 -3.40862
*
```

Results
HOMO level, Ha: -0.3998
Gap between HOMO and LUMO, eV: 6.50
LUMO level, eV: -4.378
M, u: 879.20
Relative energy (zero: lowest compared OMol25 entry of this formula, charge and spin), kJ/mol: 676.6